No. 1
Entry from the OMol25 dataset: a single C4H4 molecule at a distorted geometry (the ωB97M-V functional and the def2-TZVPD basis).

Geometry as XYZ:
```
8
Properties=species:S:1:pos:R:3:forces:R:3:mulliken_charge:R:1
C -1.641 0.725 -0.383 -3.301 0.577 0.338 -0.30
C -1.180 -0.284 0.047 1.595 -0.610 1.186 -0.18
C 0.171 -0.556 -0.148 2.885 -0.513 -2.032 0.00
C 1.309 -0.209 0.418 -1.090 -0.514 4.250 -0.62
H -2.493 1.266 -0.338 -1.971 2.515 -0.578 0.35
H 0.189 -0.568 -1.227 0.911 -1.317 -0.490 0.23
H 1.364 0.009 1.521 -0.504 -0.015 -0.971 0.20
H 2.281 -0.382 0.111 1.475 -0.122 -1.702 0.31
```
Forces are in eV/Å.

* Kohn-Sham gap: 9.33 eV
* max |F|: 0.0859 hartree/bohr
* M: 52.076 g/mol
* HOMO level: -9.31 eV
* calculated total energy: -4207.5295 eV
* energy above the lowest of the compared OMol25 structures with the same formula, charge and spin: 60.63 kcal/mol
* 2S+1: 1



No. 2
Entry from the OMol25 dataset: 2 unconnected molecules or ions with the total composition C4H4 at a distorted geometry (the ωB97M-V functional and the def2-TZVPD basis).

Geometry as XYZ:
```
8
Properties=species:S:1:pos:R:3:forces:R:3:mulliken_charge:R:1
C 0.475 -1.528 0.596 -0.247 0.231 -0.484 -0.41
C 0.705 -1.219 1.747 -0.664 -1.137 -3.635 -0.35
H 0.235 -1.740 -0.488 0.499 0.424 2.134 0.37
H 1.014 -1.172 2.716 0.465 0.419 2.028 0.40
C -0.113 1.814 -1.139 -2.189 -0.251 0.071 -0.31
C -0.978 0.944 -1.183 1.381 0.649 0.079 -0.39
H 0.324 2.826 -1.051 -0.109 -1.471 -0.175 0.31
H -1.660 0.076 -1.196 0.865 1.136 -0.017 0.39
```
Forces are in eV/Å.

* Kohn-Sham gap: 11.50 eV
* max |F|: 0.0752 hartree/bohr
* M: 52.076 g/mol
* HOMO level: -10.30 eV
* calculated total energy: -4207.8053 eV
* energy above the lowest of the compared OMol25 structures with the same formula, charge and spin: 54.27 kcal/mol
* 2S+1: 1



No. 3
Entry from the OMol25 dataset: 15 unconnected molecules or ions with the total composition C4H40N2O15 (the ωB97M-V functional and the def2-TZVPD basis).

Geometry as XYZ:
```
61
Properties=species:S:1:pos:R:3:forces:R:3:mulliken_charge:R:1
N 1.550 1.608 -3.202 -0.150 0.072 0.100 -0.38
C 0.191 1.113 -2.932 0.090 0.315 0.022 -0.55
C 0.161 -0.025 -1.926 0.435 0.104 0.094 -0.62
N 0.462 0.396 -0.545 -0.119 0.263 -0.127 0.58
C -0.663 1.095 0.118 0.453 -0.325 0.123 0.46
C -0.402 2.558 0.456 -0.267 0.324 0.600 -0.55
O -1.152 2.975 1.605 -0.355 -0.046 -0.465 -0.62
H 2.252 1.066 -2.698 0.080 -0.029 -0.210 0.17
H 1.766 1.568 -4.189 0.035 -0.023 0.136 0.25
H -0.287 0.798 -3.859 -0.088 -0.102 -0.067 0.46
H -0.409 1.940 -2.533 -0.125 -0.053 -0.059 0.14
H -0.803 -0.524 -1.918 -0.194 -0.016 -0.004 0.44
H 0.907 -0.769 -2.208 0.032 -0.080 -0.075 0.16
H 1.303 0.984 -0.540 -0.350 -0.165 -0.033 -0.40
H -1.555 0.977 -0.486 -0.213 0.116 -0.212 0.21
H -0.890 0.560 1.044 0.035 0.055 0.206 -0.61
H 0.655 2.767 0.635 0.113 -0.228 -0.110 0.35
H -0.720 3.214 -0.346 0.065 0.065 -0.214 0.27
H -0.856 2.451 2.364 0.028 0.045 -0.034 0.47
H -0.415 -3.777 2.224 -0.134 0.423 -0.228 0.27
H 0.068 -2.458 1.492 0.267 -0.175 0.117 0.57
O -0.737 -2.998 1.741 0.016 -0.338 0.238 -0.84
H -2.054 -2.770 -1.189 -0.020 -0.037 0.196 0.41
H -1.236 -3.376 0.004 -0.233 -0.007 -0.173 0.43
O -1.447 -3.500 -0.940 0.313 -0.027 -0.065 -0.87
H -4.006 -1.824 -1.830 -0.007 0.077 0.106 0.29
H -3.499 -1.134 -0.519 -0.136 -0.081 -0.416 0.43
O -3.219 -1.451 -1.422 0.041 0.116 0.241 -0.68
H 2.914 1.307 1.278 0.211 0.279 -0.036 0.39
H 4.049 2.287 0.852 0.182 0.110 0.094 0.26
O 3.325 1.769 0.498 -0.312 -0.309 0.231 -0.60
H -5.112 2.690 0.680 0.175 -0.322 0.243 0.31
H -3.751 2.530 1.390 -0.481 -0.318 -0.055 0.34
O -4.622 2.093 1.269 0.531 0.814 -0.130 -0.72
H 2.613 3.120 -0.648 -0.129 0.604 -0.437 0.31
H 2.155 3.494 -2.061 -0.076 -0.222 -0.174 0.38
O 2.387 3.891 -1.213 0.131 -0.402 0.520 -0.70
H -1.667 -1.793 2.530 -0.061 -0.058 0.205 0.47
H -2.628 -1.512 3.711 -0.192 -0.169 0.313 0.26
O -2.180 -1.081 2.986 0.419 0.273 -0.289 -0.79
H 0.910 -0.903 0.451 0.154 0.419 -0.177 0.61
H 1.966 -2.036 0.512 0.017 0.084 0.167 0.37
O 1.335 -1.554 1.090 -0.098 -0.353 -0.054 -0.96
H -0.341 1.362 4.507 0.107 0.120 -0.039 0.27
H -0.921 0.454 3.421 -0.078 -0.093 -0.115 0.34
O -0.319 1.209 3.555 -0.232 -0.284 0.350 -0.71
H 3.706 0.648 -0.901 -0.017 -0.272 -0.087 0.41
H 3.364 -0.791 -1.457 0.321 0.486 0.068 0.41
O 3.675 0.103 -1.709 -0.190 -0.250 -0.003 -0.84
H -4.350 0.331 1.088 0.051 -0.138 -0.058 0.40
H -3.451 -0.793 1.693 -0.227 0.182 -0.087 0.39
O -4.111 -0.612 0.998 0.163 -0.107 0.035 -0.77
H 2.038 -0.314 2.220 0.185 0.031 0.121 0.37
H 1.393 0.865 2.927 0.278 0.028 0.126 0.45
O 2.271 0.524 2.675 -0.334 -0.128 -0.308 -0.82
H 0.031 -3.484 -1.816 -0.008 0.015 -0.299 0.44
H 0.659 -3.246 -3.259 0.037 -0.148 0.661 0.28
O 0.877 -3.473 -2.338 -0.067 0.063 -0.370 -0.72
H 3.661 -3.131 -0.932 -0.070 0.207 0.097 0.28
H 2.235 -2.905 -1.501 -0.064 0.121 0.053 0.38
O 2.919 -2.513 -0.897 0.061 -0.505 -0.252 -0.74
```
Forces are in eV/Å.

* Kohn-Sham gap: 8.91 eV
* max |F|: 0.0191 hartree/bohr
* M: 356.363 g/mol
* HOMO level: -8.90 eV
* calculated total energy: -38493.5155 eV
* energy above the lowest of the compared OMol25 structures with the same formula, charge and spin: 0.00 kcal/mol
* 2S+1: 1



No. 4
Entry from the OMol25 dataset: a molecular structure, C4H4AlO2 at a distorted geometry (the ωB97M-V functional and the def2-TZVPD basis).

Geometry as XYZ:
```
11
Properties=species:S:1:pos:R:3:forces:R:3:mulliken_charge:R:1
H 0.028 1.997 -1.788 1.752 0.061 0.796 0.49
O 0.079 -1.440 1.598 -0.356 1.399 -0.611 -0.35
C -0.421 -0.134 1.516 1.509 -1.979 -1.052 -0.12
C -0.354 0.337 0.134 -2.476 0.628 3.437 0.36
C -0.671 0.905 -0.955 1.379 -1.665 -0.340 -0.24
H 0.058 -1.727 2.516 0.098 -0.453 0.835 0.39
H 0.154 0.582 2.129 0.203 0.445 0.396 0.39
H -1.476 -0.061 1.837 -0.502 0.380 -0.133 0.41
C 0.596 0.792 -1.529 -3.138 3.303 -2.435 0.56
O 1.037 0.142 -2.488 1.210 3.042 1.596 -0.19
Al 0.970 -1.394 -2.971 0.321 -5.161 -2.488 1.30
```
Forces are in eV/Å.

* net charge: +3
* Kohn-Sham gap (alpha / beta): 5.20 / 7.18 eV
* max |F|: 0.1116 hartree/bohr
* M: 111.056 g/mol
* HOMO level (alpha / beta): -23.64 / -24.78 eV
* calculated total energy: -14858.0244 eV
* energy above the lowest of the compared OMol25 structures with the same formula, charge and spin: 126.11 kcal/mol
* 2S+1: 1



No. 5
Entry from the OMol25 dataset: a molecular structure, C4H4AlO2 at a distorted geometry (the ωB97M-V functional and the def2-TZVPD basis).

Geometry as XYZ:
```
11
Properties=species:S:1:pos:R:3:forces:R:3:mulliken_charge:R:1
H 0.912 -1.394 -0.814 0.895 -0.561 -4.859 0.49
O 0.985 -1.213 -2.014 -0.737 1.647 2.320 -0.19
C 0.617 -0.029 -2.149 1.120 -3.788 1.905 0.32
C 0.227 0.642 -0.874 -0.169 1.265 -1.107 -0.34
C 0.167 -0.318 0.333 -3.394 3.274 2.118 0.19
C -0.633 0.109 1.345 4.513 -3.598 -4.857 -0.09
O -1.445 -0.175 2.185 -1.568 -4.240 -2.163 0.04
Al -1.597 1.092 3.117 -1.633 6.026 6.042 1.19
H -0.734 1.131 -1.097 0.024 0.035 0.417 0.46
H 0.967 1.445 -0.729 -0.003 0.066 0.205 0.44
H 0.534 -1.289 0.699 0.953 -0.126 -0.021 0.49
```
Forces are in eV/Å.

* net charge: +3
* Kohn-Sham gap (alpha / beta): 7.30 / 8.17 eV
* max |F|: 0.1690 hartree/bohr
* M: 111.056 g/mol
* HOMO level (alpha / beta): -24.98 / -25.41 eV
* calculated total energy: -14859.7615 eV
* energy above the lowest of the compared OMol25 structures with the same formula, charge and spin: 86.05 kcal/mol
* 2S+1: 1



No. 6
Entry from the OMol25 dataset: a molecular structure, C4H4AsF6N2ReS5Sb (the ωB97M-V functional and the def2-TZVPD basis).

Geometry as XYZ:
```
24
Properties=species:S:1:pos:R:3:forces:R:3:mulliken_spin:R:1
Re -0.388 -2.093 -0.338 -0.298 -0.332 0.601 0.01
S -2.048 -6.420 -3.543 -0.038 0.030 -0.029 0.53
As -1.524 -5.691 -1.471 -0.016 -0.062 0.118 -0.05
S -0.761 -2.865 1.506 0.114 0.239 -0.579 0.00
S -0.851 -3.453 -2.015 0.081 0.143 0.017 -0.02
S -0.221 -6.863 -2.892 0.035 0.018 -0.013 0.52
F 1.351 -1.061 -0.485 0.039 0.064 -0.227 0.00
Sb 2.777 0.141 -1.645 -0.004 0.046 0.074 0.00
F 0.645 3.130 0.658 0.000 0.086 0.000 0.00
F 1.140 0.845 -2.120 0.011 0.039 0.185 0.00
F 3.767 1.540 -2.253 0.051 -0.141 -0.183 0.00
F 2.955 -1.360 -2.660 0.102 0.048 0.017 0.00
F 3.574 0.034 -0.006 -0.136 0.004 0.014 0.00
S -1.639 -0.042 -0.337 0.107 -0.203 -0.143 0.00
C -1.213 0.990 0.868 -0.156 0.121 0.152 0.00
N -2.004 2.209 0.957 0.025 0.007 0.100 0.00
C -1.481 3.261 1.483 -0.028 -0.105 0.066 0.00
C -0.012 3.155 1.877 0.025 0.051 -0.055 0.00
C 0.191 1.774 2.479 -0.012 0.013 0.001 0.00
N -0.329 0.774 1.868 0.027 -0.034 -0.007 0.00
H -2.972 2.213 0.620 0.047 0.011 -0.054 0.00
H -2.077 4.166 1.597 0.034 0.033 -0.102 0.00
H 0.341 3.995 2.473 -0.054 -0.058 0.059 0.00
H 0.779 1.619 3.380 0.046 -0.018 -0.014 0.00
```
Forces are in eV/Å.

* net charge: +4
* Kohn-Sham gap (alpha / beta): 6.22 / 6.20 eV
* max |F|: 0.0146 hartree/bohr
* M: 737.302 g/mol
* expectation value of S²: 0.76
* HOMO level (alpha / beta): -21.93 / -21.94 eV
* calculated total energy: -147133.8560 eV
* 2S+1: 2



No. 7
Entry from the OMol25 dataset: a molecular structure, C4H4AuLiO5 at a distorted geometry (the ωB97M-V functional and the def2-TZVPD basis).

Geometry as XYZ:
```
15
Properties=species:S:1:pos:R:3:forces:R:3:mulliken_spin:R:1
O -0.353 0.467 0.019 -3.502 -2.453 1.057 0.18
C -0.716 1.670 -0.318 1.532 -0.999 -0.630 0.04
C 1.126 0.203 0.330 -0.098 1.369 -1.104 0.92
O -1.902 1.986 -0.362 1.157 0.325 -0.059 0.04
O 0.426 2.287 -0.645 -1.266 1.874 -0.571 0.03
C 1.529 1.400 -0.572 0.925 0.529 0.778 0.15
H 0.998 -0.590 1.069 -1.144 -0.548 0.349 0.21
H 2.137 0.125 0.755 2.964 -0.100 0.529 0.36
H 1.845 1.036 -1.550 -0.322 -0.024 -0.195 0.06
H 2.365 1.931 -0.116 -0.139 0.208 -0.200 0.00
O 0.099 -3.095 0.537 2.702 -2.047 0.170 0.07
C -0.621 -2.200 0.608 -4.436 4.555 1.635 0.48
O -1.910 -1.909 0.692 3.402 0.043 0.003 0.03
Li -3.092 0.460 -0.061 0.532 0.070 0.134 0.00
Au -1.932 -3.770 -0.389 -2.304 -2.801 -1.895 0.43
```
Forces are in eV/Å.

* net charge: +1
* Kohn-Sham gap (alpha / beta): 6.44 / 8.06 eV
* max |F|: 0.1277 hartree/bohr
* M: 335.979 g/mol
* expectation value of S²: 3.76
* HOMO level (alpha / beta): -11.06 / -13.50 eV
* calculated total energy: -18331.6852 eV
* energy above the lowest of the compared OMol25 structures with the same formula, charge and spin: 86.21 kcal/mol
* 2S+1: 4



No. 8
Entry from the OMol25 dataset: a molecular structure, C4H4Br12 at a distorted geometry (the ωB97M-V functional and the def2-TZVPD basis).

Geometry as XYZ:
```
20
Properties=species:S:1:pos:R:3:forces:R:3:mulliken_charge:R:1
C 4.309 0.385 -0.789 -1.132 -0.922 1.202 -0.25
Br 3.474 -1.320 -1.383 0.366 0.932 -0.231 0.00
Br 5.892 0.863 -1.678 -0.033 0.177 -0.468 0.01
Br 4.671 0.117 1.100 0.291 0.065 0.435 -0.05
H 3.515 1.140 -0.701 0.529 -0.205 -0.961 0.29
C -3.078 -0.102 2.091 1.662 -0.467 1.067 0.73
Br -3.611 1.575 2.722 -0.553 1.003 0.484 -0.01
Br -3.863 -0.585 0.495 -0.646 -0.380 -1.389 0.06
Br -3.205 -1.505 3.416 -0.228 -0.057 0.185 -0.03
H -2.001 -0.005 1.977 -0.188 -0.117 -0.355 -0.73
C -2.043 0.394 -2.616 -0.129 -0.259 1.871 0.11
Br -0.758 1.316 -3.615 0.731 0.349 -0.319 -0.01
Br -2.029 -1.480 -2.831 0.530 -1.168 -0.263 -0.01
Br -3.781 0.964 -2.974 -1.496 0.904 -0.419 0.00
H -1.925 0.541 -1.523 0.386 0.153 -0.879 -0.13
C 1.032 -0.548 1.244 -1.117 0.805 0.435 0.05
Br 0.117 -2.104 0.579 0.285 0.341 0.340 0.05
Br 0.549 -0.020 3.069 0.098 -0.573 -0.196 -0.03
Br 0.642 1.011 0.162 0.047 -0.062 -0.396 0.02
H 2.092 -0.636 1.252 0.597 -0.520 -0.144 -0.06
```
Forces are in eV/Å.

* Kohn-Sham gap: 9.76 eV
* max |F|: 0.0395 hartree/bohr
* M: 1010.924 g/mol
* HOMO level: -10.10 eV
* calculated total energy: -844721.0235 eV
* energy above the lowest of the compared OMol25 structures with the same formula, charge and spin: 2.94 kcal/mol
* 2S+1: 1



- Among the records above, which one has the lowest calculated total energy?
  C4H4Br12



- What is the 2S+1 in the fourth record?
  1